{
  "formula": "C27H33Cl3CoN7S3",
  "method": "the ωB97M-V functional and the def2-TZVPD basis",
  "symbols": ["Co", "N", "C", "N", "C", "C", "S", "C", "C", "S", "C", "N", "N", "H", "H", "H", "H", "H", "H", "C", "C", "C", "C", "C", "C", "C", "C", "C", "C", "H", "H", "H", "H", "H", "H", "H", "C", "C", "C", "C", "N", "C", "S", "N", "C", "C", "C", "C", "H", "H", "H", "H", "H", "H", "H", "H", "H", "H", "H", "H", "H", "H", "H", "H", "H", "H", "H", "H", "Cl", "C", "Cl", "Cl", "C", "N"],
  "positions_angstrom": [[1.368150, -0.009762, -0.458249], [2.872715, 1.233132, 2.322834], [1.965706, 0.263936, 2.478458], [1.359976, -0.348628, 1.482188], [0.488271, -1.319458, 1.963431], [0.425391, -1.435927, 3.303168], [1.485849, -0.293313, 4.041079], [-0.248329, -2.075606, 0.953067], [-1.146178, -3.072325, 1.109807], [-1.640711, -3.660644, -0.437867], [-0.607532, -2.507029, -1.191520], [0.042863, -1.738907, -0.357825], [-0.509384, -2.386745, -2.542688], [3.255441, 1.378749, 1.396563], [3.373465, 1.597696, 3.112454], [-0.160597, -2.117273, 3.894251], [-1.516188, -3.514491, 2.018065], [-0.832879, -3.147255, -3.116453], [0.311123, -1.909430, -2.878420], [5.758492, -3.384408, 0.053536], [4.352469, -3.520451, 0.081612], [3.554439, -2.429046, -0.105936], [4.104921, -1.140550, -0.335907], [3.274794, 0.005765, -0.538230], [3.891349, 1.209788, -0.784937], [5.303971, 1.348902, -0.805243], [6.096872, 0.262844, -0.592489], [5.513942, -1.011959, -0.361565], [6.320720, -2.160490, -0.161730], [6.385958, -4.252426, 0.203425], [3.912145, -4.493654, 0.255380], [2.476291, -2.535401, -0.081512], [3.286244, 2.092037, -0.989311], [5.745126, 2.319592, -0.994716], [7.176056, 0.351493, -0.603773], [7.397767, -2.047923, -0.186059], [-5.823924, -1.264999, -0.217234], [-5.620389, -0.435149, -1.481261], [-4.440693, 0.528356, -1.382259], [-3.103575, -0.203921, -1.309858], [-1.951313, 0.675976, -1.200150], [-1.488397, 1.228049, -0.064374], [-0.060412, 2.158362, -0.090941], [-2.207329, 1.026875, 1.042322], [-1.955779, 1.599349, 2.361556], [-3.143717, 2.428240, 2.834549], [-3.457812, 3.628926, 1.944653], [-2.353737, 4.680385, 1.945111], [-6.742691, -1.847719, -0.268923], [-5.897195, -0.620634, 0.662561], [-5.008036, -1.971606, -0.049925], [-6.525278, 0.137948, -1.688260], [-5.476683, -1.096806, -2.340929], [-4.566357, 1.165719, -0.500089], [-4.418479, 1.201160, -2.242170], [-2.960959, -0.806995, -2.207681], [-3.078533, -0.908302, -0.472369], [-1.417711, 0.899810, -2.021077], [-3.087706, 0.543048, 0.942044], [-1.051502, 2.199350, 2.284894], [-1.756558, 0.781421, 3.057768], [-2.920157, 2.772581, 3.847820], [-4.023111, 1.780708, 2.920720], [-4.393193, 4.077439, 2.284576], [-3.639897, 3.289860, 0.919763], [-2.114397, 4.991797, 2.964005], [-2.657512, 5.569116, 1.392874], [-1.439095, 4.307950, 1.482192], [2.686266, -1.313714, -5.370567], [2.477138, 0.352029, -4.809166], [1.317893, 1.218033, -5.809622], [4.020079, 1.179809, -4.705113], [1.925850, 0.271688, -3.435671], [1.516201, 0.225031, -2.364634]],
  "forces_ev_per_angstrom": [[-0.3, 0.1, 0.0], [0.0, 0.1, -0.1], [0.1, 0.0, -0.1], [-0.1, -0.1, 0.2], [-0.1, 0.0, -0.1], [0.0, 0.0, 0.0], [0.0, -0.1, 0.1], [0.1, 0.1, 0.0], [0.0, 0.0, 0.0], [-0.1, -0.1, 0.1], [0.1, 0.1, -0.1], [0.0, -0.1, -0.1], [-0.1, 0.0, 0.0], [0.0, 0.0, 0.0], [0.0, 0.0, 0.0], [0.0, 0.0, 0.0], [0.0, 0.0, 0.0], [0.0, 0.0, 0.0], [0.0, 0.0, 0.0], [-0.1, 0.0, 0.0], [0.1, 0.0, 0.0], [0.0, 0.0, 0.0], [-0.2, 0.0, 0.1], [0.4, 0.0, 0.1], [0.1, 0.1, -0.1], [-0.1, 0.0, 0.0], [0.0, -0.1, 0.0], [0.2, 0.1, 0.0], [0.0, 0.0, 0.0], [0.0, 0.0, 0.0], [0.0, 0.0, 0.0], [0.0, 0.0, 0.0], [0.0, 0.0, 0.0], [0.0, 0.0, 0.0], [0.0, 0.0, 0.0], [0.0, 0.0, 0.0], [0.0, 0.0, 0.0], [0.0, 0.0, 0.0], [0.0, 0.0, 0.0], [0.0, 0.0, 0.0], [0.1, 0.0, 0.1], [-0.2, 0.1, 0.0], [0.2, -0.1, -0.2], [0.0, -0.1, 0.0], [0.1, 0.0, 0.0], [0.0, 0.0, 0.0], [0.0, 0.0, 0.0], [0.0, 0.0, 0.0], [0.0, 0.0, 0.0], [0.0, 0.0, 0.0], [0.0, 0.0, 0.0], [0.0, 0.0, 0.0], [0.0, 0.0, 0.0], [0.0, 0.0, 0.0], [0.0, 0.0, 0.0], [0.0, 0.0, 0.0], [0.0, 0.0, 0.0], [0.0, 0.0, -0.1], [0.0, 0.0, 0.0], [0.0, 0.0, 0.0], [0.0, 0.0, 0.0], [0.0, 0.0, 0.0], [0.0, 0.0, 0.0], [0.0, 0.0, 0.0], [0.0, 0.0, 0.0], [0.0, 0.0, 0.0], [0.0, 0.0, 0.0], [0.0, 0.0, 0.0], [0.0, 0.0, -0.1], [-0.2, -0.2, 0.7], [0.0, 0.1, -0.1], [0.1, 0.1, -0.1], [-0.3, 0.2, 0.1], [0.2, -0.2, -0.5]],
  "e_lumo_ev": [-2.314, -2.247],
  "charge": 1,
  "gap_ev": [7.69, 7.73],
  "energy_ha": -5389.719919,
  "e_homo_ev": [-10.00, -9.97],
  "multiplicity": 2,
  "s_squared": 0.77
}

***

{
  "formula": "C27H33ClN3O2P",
  "method": "the ωB97M-V functional and the def2-TZVPD basis",
  "symbols": ["C", "C", "P", "C", "C", "C", "C", "C", "C", "C", "C", "C", "C", "C", "C", "Cl", "C", "C", "C", "C", "C", "C", "C", "N", "C", "N", "N", "C", "O", "C", "C", "C", "C", "O", "H", "H", "H", "H", "H", "H", "H", "H", "H", "H", "H", "H", "H", "H", "H", "H", "H", "H", "H", "H", "H", "H", "H", "H", "H", "H", "H", "H", "H", "H", "H", "H", "H"],
  "positions_angstrom": [[0.114511, -0.867059, 3.903931], [0.661056, -0.769215, 2.361640], [0.722169, 1.108395, 1.858112], [2.445719, 1.861258, 2.369172], [0.475882, 1.283066, -0.067045], [-0.867563, 2.075068, -0.672788], [-2.055307, 2.700201, 0.274638], [-2.693235, 1.657035, 1.365652], [-4.279528, 1.306658, 1.156603], [-5.550962, 2.309876, 1.411615], [-7.096587, 1.729164, 1.184853], [-7.429560, 0.166976, 0.725058], [-6.150152, -0.825087, 0.451327], [-4.621879, -0.256770, 0.672555], [-1.025160, 2.244911, -2.329370], [-2.511230, 3.118230, -3.107238], [0.080742, 1.660133, -3.400418], [1.401825, 0.851899, -2.775366], [1.583695, 0.657532, -1.150689], [2.934546, -0.194744, -0.673832], [2.436855, -1.788622, -0.644688], [3.547717, -2.813240, -0.016597], [3.196652, -3.411757, 1.466416], [1.849233, -4.085487, 1.592089], [1.368475, -4.114417, 3.057019], [0.016349, -4.380554, 3.239167], [2.266388, -3.913646, 4.257982], [2.487858, 0.302655, -3.916388], [3.171397, -0.840550, -3.824619], [2.639365, 1.301750, -5.249783], [1.452025, 2.062679, -5.812916], [1.569296, 3.095338, -7.098370], [-0.021818, 1.839430, -5.053961], [-1.153596, 1.772402, -5.758670], [-0.946724, -0.343784, 3.941424], [-0.031671, -1.960283, 4.301389], [0.848332, -0.325848, 4.666872], [1.769533, -1.139404, 2.293607], [-0.043287, -1.354353, 1.595633], [3.095659, 2.158887, 1.442427], [2.269277, 2.816074, 3.022016], [2.985480, 1.051841, 3.057536], [-1.546757, 3.587200, 0.891230], [-2.947887, 3.186914, -0.304230], [-2.471853, 2.091453, 2.455501], [-2.071619, 0.646103, 1.280946], [-5.375268, 3.411004, 1.769210], [-8.060375, 2.405746, 1.375913], [-8.537011, -0.252364, 0.593351], [-6.353936, -1.932713, 0.121529], [-3.736165, -1.031110, 0.494919], [3.324182, 0.106440, 0.387372], [3.825966, -0.027288, -1.432983], [1.388991, -1.799512, -0.125283], [2.246024, -2.150305, -1.766235], [4.602255, -2.256331, 0.001901], [3.688858, -3.729389, -0.751057], [3.405746, -2.578685, 2.280513], [4.008500, -4.260534, 1.682056], [1.085094, -3.576772, 1.097281], [-0.232304, -4.392857, 4.252919], [2.628763, -2.914239, 4.307230], [1.733915, -4.020363, 5.161492], [3.685228, 1.473366, -5.774544], [1.403507, 4.188391, -6.647779], [0.727933, 2.954707, -7.903543], [2.666408, 3.124518, -7.563725]],
  "forces_ev_per_angstrom": [[-0.4, 0.4, 0.2], [0.7, -0.5, 0.0], [-0.8, 0.7, -0.3], [0.8, -0.4, 0.2], [-0.1, 0.1, -4.6], [1.8, -1.2, -2.3], [0.6, 0.8, 0.5], [0.2, -0.6, 0.4], [-3.6, -1.9, -0.6], [-0.6, -4.2, -1.2], [2.0, -2.5, -0.5], [4.5, 1.4, 0.4], [0.5, 4.2, 1.4], [-2.9, 1.7, 0.5], [2.9, -1.9, 0.2], [2.4, -1.4, 1.6], [0.4, -0.4, 3.5], [-2.1, 1.2, 1.4], [-1.6, 1.5, -1.8], [-1.1, -0.4, -0.3], [0.1, 0.1, -1.1], [0.0, -0.2, -0.2], [2.1, -0.2, 0.0], [0.0, 1.7, 3.5], [-4.5, -0.6, 0.8], [5.3, 0.8, -0.6], [-0.9, 1.3, -1.3], [1.7, -3.2, 0.0], [-4.0, 7.0, -0.4], [-3.5, 2.0, -1.0], [2.6, -2.1, 1.8], [0.0, 0.7, 1.2], [-3.4, -0.4, -2.5], [7.0, 0.6, 4.5], [2.3, -1.0, 0.1], [0.4, 2.0, -1.1], [-1.6, -1.0, -1.7], [-2.2, 0.2, 0.0], [1.6, 1.3, 1.8], [-1.1, -0.7, 1.8], [0.1, -1.9, -1.3], [-0.9, 1.8, -1.6], [-1.0, -1.9, -1.4], [2.0, -1.1, 0.6], [-0.7, -1.0, -2.4], [-1.6, 2.1, 0.3], [-0.5, -2.4, -0.8], [2.6, -1.4, -0.4], [2.7, 1.2, 0.4], [0.6, 2.4, 0.7], [-2.0, 2.0, 0.4], [-1.0, -0.4, -1.9], [-2.1, -0.4, 1.5], [2.1, -0.1, -0.7], [0.4, 1.1, 2.4], [-2.3, -1.3, 0.2], [-0.4, 1.9, 1.5], [-0.6, -1.5, -1.6], [-1.7, 1.9, -0.4], [0.9, -0.6, 0.5], [0.6, 0.1, -0.9], [-0.4, -1.7, -0.5], [0.4, -0.1, -1.7], [-2.3, -0.8, 1.3], [0.3, -2.4, -0.9], [1.8, -0.1, 1.7], [-2.5, -0.5, 1.0]],
  "e_lumo_ev": -1.692,
  "smiles": "[H]/N=C(\\N)NCCCCc1c2c(c(Cl)c(CCc3ccccc3)c1P(C)CC)C(=O)C(C)=CC2=O",
  "gap_ev": 6.67,
  "energy_ha": -2163.988417,
  "e_homo_ev": -8.36
}

***

{
  "formula": "C27H33F6GeMoNO11PS4",
  "method": "the ωB97M-V functional and the def2-TZVPD basis",
  "symbols": ["Mo", "F", "C", "F", "F", "S", "O", "O", "N", "S", "O", "O", "C", "F", "F", "F", "O", "S", "O", "O", "S", "C", "Ge", "C", "C", "C", "C", "C", "C", "C", "C", "C", "C", "C", "C", "C", "C", "C", "C", "H", "H", "H", "H", "H", "H", "H", "H", "H", "H", "H", "H", "H", "H", "H", "C", "C", "C", "C", "O", "P", "O", "O", "O", "C", "C", "C", "C", "H", "H", "H", "H", "H", "H", "H", "H", "H", "H", "H", "H", "H", "H", "H", "H", "H", "H"],
  "positions_angstrom": [[1.235075, -1.141874, 1.065997], [-0.736496, -2.479023, 6.294258], [-0.985440, -2.217121, 5.019878], [-1.823772, -3.120915, 4.541618], [-1.529812, -1.012561, 4.919425], [0.629019, -2.245503, 4.094675], [0.379336, -1.250340, 3.019102], [1.614369, -1.937803, 5.063228], [0.777360, -3.695870, 3.510695], [0.233539, -4.040391, 2.061681], [-1.176739, -4.141220, 1.902695], [0.956028, -3.281089, 1.026266], [0.988141, -5.710065, 1.880480], [0.693942, -6.159851, 0.668417], [0.480092, -6.513424, 2.797801], [2.300501, -5.625157, 2.020498], [4.842380, 0.140785, 1.853091], [3.591571, -0.091725, 2.498294], [3.418866, 0.262467, 3.862733], [3.017616, -1.441415, 2.138767], [2.237049, 1.101857, 1.216988], [0.799407, 3.611231, 2.567964], [0.196000, 2.090634, 1.500697], [-1.360301, 1.309386, 2.331113], [-2.312082, 0.568899, 1.633751], [-3.532282, 0.274656, 2.226972], [-3.818874, 0.737351, 3.504067], [-2.880741, 1.486757, 4.198210], [-1.653144, 1.767615, 3.616960], [0.055796, 2.652811, -0.371572], [0.913408, 2.253622, -1.362930], [0.941506, 2.900876, -2.617042], [0.100810, 3.940197, -2.872401], [-0.840957, 4.358435, -1.900785], [-1.751486, 5.411002, -2.167152], [-2.660714, 5.805057, -1.231207], [-2.707260, 5.158084, 0.021543], [-1.840837, 4.143020, 0.305797], [-0.873322, 3.710812, -0.641047], [0.024178, 4.350122, 2.762978], [1.616751, 4.086552, 2.026991], [1.185701, 3.233822, 3.515799], [-2.101683, 0.216236, 0.637242], [-4.262019, -0.311536, 1.683502], [-4.775824, 0.513180, 3.957677], [-3.097046, 1.845743, 5.196002], [-0.926768, 2.347963, 4.172377], [1.603692, 1.436518, -1.208825], [1.642307, 2.564211, -3.370311], [0.126767, 4.450582, -3.828034], [-1.714235, 5.897187, -3.134793], [-3.352013, 6.609072, -1.447157], [-3.440289, 5.464976, 0.756140], [-1.916702, 3.641820, 1.263305], [-0.993110, -1.742950, -4.586972], [-1.318951, -0.703224, -3.527632], [-1.461249, 0.674810, -4.139028], [-2.573765, -1.059361, -2.735036], [-0.152200, -0.585703, -2.619327], [0.104829, -1.643494, -1.477153], [-0.165541, -3.027429, -1.864595], [-0.424625, -1.065012, -0.152847], [1.693324, -1.358337, -1.067382], [2.882091, -1.919694, -1.765570], [4.005573, -0.954088, -1.450082], [3.144345, -3.307176, -1.213262], [2.569338, -1.940414, -3.251999], [-1.809306, -1.790896, -5.308824], [-0.858675, -2.725578, -4.138801], [-0.080489, -1.463465, -5.116726], [-2.272841, 0.666817, -4.866148], [-0.541433, 0.966385, -4.646596], [-1.684171, 1.415085, -3.369496], [-3.430497, -1.064992, -3.409943], [-2.753434, -0.316652, -1.956867], [-2.496539, -2.044707, -2.278016], [4.228922, -0.909353, -0.386419], [3.758959, 0.053665, -1.787969], [4.909703, -1.283887, -1.965006], [3.357878, -3.260871, -0.141427], [4.019912, -3.723869, -1.713224], [2.285880, -3.956653, -1.380140], [2.323216, -0.942152, -3.613748], [1.744730, -2.617734, -3.476282], [3.457730, -2.295751, -3.775938]],
  "forces_ev_per_angstrom": [[0.0, -0.9, -0.5], [0.0, -0.1, 0.0], [0.0, 0.0, 0.0], [-0.1, 0.0, -0.1], [0.0, 0.0, 0.0], [0.1, -0.2, 0.0], [-0.1, 0.1, 0.0], [0.0, 0.0, 0.0], [-0.3, 0.3, -0.2], [0.0, -0.2, 0.4], [0.1, 0.0, 0.0], [0.0, 0.3, 0.0], [-0.1, 0.2, 0.0], [0.0, -0.1, 0.0], [0.0, -0.2, 0.0], [0.1, -0.1, 0.0], [0.0, 0.0, 0.0], [0.2, 0.1, 0.3], [-0.1, 0.1, 0.0], [0.0, 0.3, 0.0], [0.5, -0.7, -0.3], [0.0, -0.1, 0.0], [-0.1, 0.9, 0.2], [0.0, 0.0, 0.0], [0.0, 0.0, 0.1], [0.0, 0.0, 0.0], [0.0, 0.0, 0.0], [0.0, 0.0, 0.0], [-0.1, -0.1, 0.0], [-0.2, 0.1, 0.0], [0.0, 0.0, 0.0], [0.0, 0.0, 0.0], [0.0, 0.0, 0.0], [0.0, 0.0, 0.0], [0.0, 0.0, 0.0], [0.0, 0.0, 0.0], [0.0, 0.0, 0.0], [0.0, -0.1, 0.0], [0.0, 0.0, 0.0], [-0.1, -0.1, 0.0], [0.0, 0.0, 0.0], [0.0, 0.1, 0.0], [0.0, 0.0, -0.1], [0.0, 0.0, 0.0], [0.0, 0.0, 0.0], [0.0, 0.0, 0.0], [0.0, 0.0, 0.0], [0.0, 0.0, 0.0], [0.0, 0.0, 0.0], [0.0, 0.0, 0.0], [0.0, 0.0, 0.0], [0.0, 0.0, 0.0], [0.0, 0.0, 0.0], [0.0, 0.0, 0.0], [0.0, 0.0, 0.0], [0.0, -0.1, 0.0], [0.1, 0.1, 0.1], [0.1, 0.0, 0.0], [-0.2, 0.0, 0.0], [0.0, 0.2, -0.3], [0.0, -0.1, 0.1], [-0.2, 0.0, 0.3], [-0.1, 0.0, 0.1], [0.0, 0.1, -0.1], [0.1, 0.0, -0.1], [0.0, 0.0, 0.1], [0.2, -0.1, 0.0], [0.0, 0.0, 0.0], [0.0, 0.0, 0.0], [0.0, 0.0, 0.0], [0.0, 0.0, 0.0], [0.0, 0.0, 0.0], [0.0, 0.0, 0.0], [0.0, 0.0, 0.0], [0.0, 0.0, 0.0], [0.0, 0.0, 0.0], [0.0, -0.1, 0.1], [0.0, 0.0, -0.1], [0.0, 0.0, 0.0], [0.0, 0.0, -0.1], [0.0, 0.0, 0.0], [0.0, 0.0, 0.0], [0.0, 0.0, 0.0], [0.0, 0.0, 0.0], [0.0, 0.0, 0.0]],
  "e_lumo_ev": [-0.455, -0.840],
  "gap_ev": [8.30, 7.92],
  "energy_ha": -6609.679542,
  "e_homo_ev": [-8.75, -8.76],
  "multiplicity": 4,
  "s_squared": 3.76
}

***

Per-record molecular weight, g/mol: 717.1; 498.0; 989.3